Record 1
The following is a quantum chemistry calculation of a 4-piece molecular cluster, C5H11N overall, from OMol25.

```
17
Properties=species:S:1:pos:R:3:forces:R:3:nbo_charge:R:1
C 0.161012 -0.958213 1.567748 -0.363 1.636 1.920 0.268
C 0.084309 -2.394354 1.939509 1.440 3.715 1.163 -0.677
C 0.835660 1.410941 -1.814267 -0.660 -0.330 1.154 -0.410
C -1.366060 1.064844 -0.694300 -3.255 1.097 4.579 -0.702
C 0.030313 1.387943 -0.718032 4.308 1.808 -1.599 -0.183
N 0.151910 0.182714 1.794554 0.196 -1.558 -0.640 -0.329
H -0.065106 -1.054366 -0.423017 -0.279 -0.464 -3.020 -0.034
H 0.449907 -2.309262 2.967406 -0.597 -0.884 0.008 0.259
H -0.861319 -2.706548 1.730341 -2.667 -1.204 0.084 0.245
H 0.757217 -2.870863 1.354122 2.113 -1.979 -1.660 0.237
H 0.426640 1.181849 -2.779418 -0.082 -0.371 -0.482 0.175
H 1.924974 1.577937 -1.786185 -0.767 0.285 0.210 0.198
H -0.197153 -1.042059 -1.251724 0.647 -0.591 2.586 0.033
H -1.704661 0.011567 -0.719639 0.237 0.852 -0.890 0.236
H -1.970169 1.829677 -1.187698 -0.128 -0.643 -0.673 0.238
H -1.700741 1.304823 0.457367 0.631 -0.520 -2.490 0.224
H 0.548684 1.836399 0.154614 -0.775 -0.848 -0.250 0.221
```
Positions in Å, forces in eV/Å.

Results
LUMO level = 0.0284 Eh
HOMO energy = -9.0 eV

---

Record 2
The following is a quantum chemistry calculation of a 2-piece molecular cluster, C5H11N overall, from OMol25.

```
17
Properties=species:S:1:pos:R:3:forces:R:3:nbo_charge:R:1
C -2.699047 0.080893 -0.194804 -0.415 0.086 -0.248 -0.442
N -1.338381 0.563654 -0.077537 -0.121 0.242 -0.003 -0.427
C -0.645691 -0.227989 0.933439 0.024 -0.570 0.568 -0.053
C -1.004226 0.928676 1.326394 -0.114 -0.526 1.144 -0.109
H -2.680349 -0.676999 -0.979773 -0.428 0.018 -0.017 0.202
H -3.308928 0.934647 -0.470743 -0.366 -0.076 -0.294 0.204
H -3.095367 -0.330478 0.748624 0.092 -0.069 -0.245 0.168
H -0.445741 -1.265561 1.118720 0.260 -0.004 -0.129 0.230
H -1.406588 1.349904 2.222788 -0.025 0.835 -0.086 0.224
C 2.578905 -0.313334 0.439523 0.250 0.025 0.209 -0.601
C 1.599503 -0.046288 -0.665270 0.148 0.266 -0.301 -0.609
H 2.759311 0.616835 0.977464 0.081 -0.070 0.245 0.200
H 2.148300 -1.049915 1.124612 0.374 0.047 0.121 0.189
H 3.539027 -0.654302 0.052119 0.005 -0.233 0.170 0.201
H 2.022715 0.646173 -1.382427 0.182 -0.030 -0.438 0.201
H 1.313175 -0.980755 -1.164884 -0.201 0.368 -0.020 0.192
H 0.751923 0.483449 -0.245323 0.254 -0.308 -0.676 0.230
```
Positions in Å, forces in eV/Å.

Results
Structure (SMILES) = CN1C=C1.CC
LUMO level = 0.0401 Eh
HOMO energy = -8.5 eV

---

Record 3
The following is a quantum chemistry calculation of one molecule with the formula C5H11N, from OMol25.

```
17
Properties=species:S:1:pos:R:3:forces:R:3:nbo_charge:R:1
C 2.653718 0.347054 0.149012 0.062 0.085 -0.010 -0.610
C 1.323382 -0.383110 0.028101 0.021 -0.058 0.002 -0.393
C 0.051307 0.467038 0.078071 0.063 0.037 0.019 -0.216
N -1.055677 -0.482445 0.122920 0.080 -0.180 0.071 -0.419
C -2.376574 -0.135599 0.574487 -0.259 0.084 0.110 -0.248
C -2.118398 -0.482871 -0.848904 -0.183 -0.039 -0.278 -0.249
H 2.826530 1.040747 -0.680341 -0.068 -0.016 0.106 0.200
H 3.476608 -0.375997 0.140999 -0.104 0.124 0.007 0.212
H 2.720569 0.907345 1.088622 -0.027 -0.022 -0.143 0.201
H 1.301320 -0.965318 -0.902505 -0.010 0.065 0.143 0.198
H 1.228405 -1.108701 0.843336 0.054 0.055 -0.124 0.207
H -0.013148 1.152867 -0.784248 -0.025 -0.158 0.108 0.173
H 0.030070 1.094609 0.980762 0.065 -0.184 -0.087 0.186
H -2.849921 -0.862042 1.234097 0.082 0.192 -0.074 0.196
H -2.609974 0.907485 0.789064 0.083 -0.100 -0.036 0.183
H -2.394314 -1.457310 -1.248337 -0.003 0.168 0.082 0.196
H -2.193898 0.336249 -1.565128 0.169 -0.055 0.103 0.182
```
Positions in Å, forces in eV/Å.

Results
Structure (SMILES) = CCCN1CC1
LUMO level = 0.0459 Eh
HOMO energy = -8.9 eV

---

Record 4
The following is a quantum chemistry calculation of one molecule with the formula C5H11N, from OMol25.

```
17
Properties=species:S:1:pos:R:3:forces:R:3:nbo_charge:R:1
C 0.541390 -1.181156 1.681181 -1.697 -0.360 -0.391 -0.598
C 0.986575 -0.231485 0.603449 1.869 -0.727 -1.107 -0.426
C 0.127986 0.898527 0.227564 -1.265 1.072 -1.286 -0.228
C 0.218352 1.461517 -1.170722 0.101 -3.128 -0.627 -0.414
C -1.012788 0.655316 -0.747668 2.137 -1.513 0.091 -0.075
N -0.947662 -0.754597 -1.235136 -2.275 1.098 -1.509 -0.834
H 0.240486 -0.606369 2.542453 -0.294 -0.128 0.571 0.200
H 1.270984 -1.902149 1.963276 1.046 -0.251 0.276 0.212
H -0.295716 -1.857466 1.337379 0.421 1.049 0.349 0.192
H 1.007661 -0.802558 -0.348798 0.701 0.184 0.674 0.242
H 2.013051 0.167041 0.808435 -0.660 -0.433 -0.083 0.202
H -0.099278 1.721036 0.846145 0.001 0.459 1.494 0.208
H 0.888389 0.979768 -1.918509 -0.618 0.182 0.759 0.217
H 0.110320 2.467224 -1.335253 -0.281 2.343 -0.080 0.207
H -1.965591 1.120073 -0.598260 -0.350 0.216 0.021 0.191
H -1.462816 -1.379778 -0.627357 0.190 0.066 0.744 0.351
H -1.621342 -0.754944 -2.028178 0.974 -0.128 0.103 0.353
```
Positions in Å, forces in eV/Å.

Results
Structure (SMILES) = CC[C@H]1C[C@H]1N
LUMO level = 0.0428 Eh
HOMO energy = -9.4 eV

---

Record 5
The following is a quantum chemistry calculation of C5H11N as an isolated structure, from OMol25.

```
17
Properties=species:S:1:pos:R:3:forces:R:3:nbo_charge:R:1
C -1.250706 1.184990 -0.230523 0.609 1.627 1.554 -0.650
C -0.389735 -0.074081 -0.007105 -0.416 1.464 1.933 0.080
C 0.771104 -0.297358 -0.985868 -6.270 -1.093 -7.920 -0.421
C 1.616969 0.156570 -0.054681 7.931 5.319 7.555 -0.400
C 0.580522 0.135862 1.130109 2.763 -5.479 -2.837 -0.404
H -1.725592 0.919591 -1.205668 -0.531 1.307 0.813 0.219
H -0.568787 2.100255 -0.244402 -0.455 -1.220 -1.056 0.220
H -1.850828 1.662083 0.740843 0.600 -2.330 -2.575 0.239
H -0.666589 -2.129218 -0.562268 -2.185 3.088 3.596 0.317
H -2.107009 -0.868288 -0.309732 2.603 -2.440 2.306 0.335
H 0.635037 -1.381157 -1.435010 1.086 2.220 0.753 0.208
H 0.704648 0.585768 -1.782477 -0.043 -2.767 0.370 0.211
H 2.704424 -0.239424 0.216571 -2.170 0.819 -1.019 0.215
H 1.651322 1.332864 -0.224401 1.005 -2.248 0.298 0.195
H 0.726625 -0.864739 1.620912 -0.401 1.018 0.036 0.199
H 0.502611 0.863288 1.796068 -0.311 3.407 2.689 0.196
N -1.139255 -1.230989 0.325424 -3.817 -2.693 -6.496 -0.757
```
Positions in Å, forces in eV/Å.

Results
LUMO level = 0.0322 Eh
HOMO energy = -9.5 eV

---

Record 6
The following is a quantum chemistry calculation of one molecule with the formula C5H11N, from OMol25.

```
17
Properties=species:S:1:pos:R:3:forces:R:3:nbo_charge:R:1
C -0.818209 -2.537673 -1.218840 0.017 0.168 -0.043 -0.057
N -0.280846 -1.396507 -1.192098 -0.186 -0.450 0.017 -0.391
C 0.821472 -1.187228 -0.270260 0.088 0.053 0.076 -0.245
C 0.460612 0.007691 0.619594 -0.017 0.008 0.091 -0.392
C 0.035837 1.277757 -0.123263 0.021 -0.014 -0.043 -0.402
C -0.362806 2.390152 0.846268 -0.004 0.039 0.034 -0.602
H -0.430197 -3.403588 -0.662722 -0.091 0.137 0.083 0.138
H -1.721245 -2.683943 -1.812457 0.197 -0.063 -0.097 0.172
H 1.743432 -1.010231 -0.840568 -0.223 0.162 0.023 0.199
H 0.997249 -2.073839 0.365798 -0.001 0.132 -0.149 0.167
H -0.377953 -0.314750 1.251967 0.103 0.087 0.007 0.194
H 1.297985 0.229547 1.294354 -0.085 -0.049 -0.096 0.201
H -0.805706 1.042507 -0.783396 0.154 0.022 0.104 0.218
H 0.847279 1.626931 -0.776651 -0.061 -0.089 0.114 0.193
H -1.210411 2.082195 1.471289 0.136 0.024 -0.096 0.200
H -0.660362 3.299507 0.313224 0.053 -0.134 0.066 0.209
H 0.463868 2.651472 1.517762 -0.102 -0.034 -0.092 0.198
```
Positions in Å, forces in eV/Å.

Results
Structure (SMILES) = C=NCCCC
LUMO level = 0.0450 Eh
HOMO energy = -9.7 eV

---

Record 7
The following is a quantum chemistry calculation of one molecule with the formula C5H11N, from OMol25.

```
17
Properties=species:S:1:pos:R:3:forces:R:3:nbo_charge:R:1
C 2.019135 -1.283227 -0.252622 0.037 -0.103 0.016 -0.595
C 1.319065 0.038976 -0.574752 -0.048 -0.069 -0.090 -0.456
C 0.359405 0.511501 0.475091 0.018 0.029 0.006 -0.101
C -1.603504 1.693516 0.760513 -0.134 0.104 0.119 -0.374
N -0.973315 0.589957 0.333120 0.148 0.067 0.030 -0.269
C -1.777754 -0.499030 -0.237912 0.020 -0.061 -0.041 -0.416
H 2.518240 -1.228689 0.720725 -0.070 0.003 -0.126 0.206
H 1.292273 -2.100905 -0.201996 0.127 0.065 -0.022 0.197
H 2.774383 -1.528484 -1.008082 -0.124 0.001 0.099 0.203
H 2.084995 0.821534 -0.683118 -0.113 -0.127 -0.008 0.213
H 0.827251 -0.013631 -1.554067 -0.008 -0.098 0.119 0.203
H 0.740037 1.080382 1.315329 -0.019 0.132 -0.181 0.187
H -1.045230 2.616518 0.736897 -0.030 -0.103 0.238 0.190
H -2.564872 1.619284 1.249164 -0.080 -0.070 -0.194 0.175
H -1.149360 -1.370605 -0.433741 -0.005 0.176 0.026 0.210
H -2.285431 -0.170115 -1.148104 0.142 -0.012 0.128 0.210
H -2.535319 -0.776990 0.503548 0.138 0.068 -0.118 0.216
```
Positions in Å, forces in eV/Å.

Results
LUMO level (spin up / spin down) = 0.0325 / 0.0335 Eh
HOMO energy (spin up / spin down) = -6.6 / -6.6 eV

---

Record 8
The following is a quantum chemistry calculation of a 2-piece molecular cluster, C5H11N overall, from OMol25.

```
17
Properties=species:S:1:pos:R:3:forces:R:3:nbo_charge:R:1
C 2.354508 -0.369076 1.183710 0.408 1.049 0.819 -0.473
C 1.536860 0.549954 0.570117 -0.766 -1.202 -2.020 -0.145
C 1.206593 0.359387 -0.902199 -1.382 -2.283 0.321 -0.674
H 3.292619 -0.068016 1.643146 -0.870 0.382 1.791 0.199
H 2.143409 -1.428403 1.323778 0.599 -0.383 -2.090 0.204
H 0.724607 1.201249 0.910020 1.848 1.559 1.083 0.229
H 0.740278 1.225639 -1.354150 0.156 0.376 0.056 0.217
H 2.020824 -0.028750 -1.506655 0.301 0.406 0.132 0.220
H 0.443144 -0.440025 -0.984210 0.038 0.093 -0.206 0.206
C -1.329837 -0.534642 0.938550 0.750 -0.809 0.218 -0.576
C -1.885690 0.294896 0.009171 -0.087 -1.010 1.011 0.029
N -2.324512 -0.078749 -1.250474 0.682 0.770 -0.932 -0.819
H -0.501738 -1.237253 0.836692 -0.759 -0.720 -1.357 0.194
H -1.772816 -0.814812 1.891200 0.335 1.995 0.761 0.226
H -1.995099 1.333246 0.316162 -1.717 -0.197 0.148 0.197
H -1.709613 -0.535418 -1.911666 0.033 -0.337 0.227 0.385
H -2.943537 0.570774 -1.713191 0.429 0.311 0.037 0.381
```
Positions in Å, forces in eV/Å.

Results
Structure (SMILES) = C=CC.C=CN
LUMO level = 0.0064 Eh
HOMO energy = -7.3 eV

---

Record 9
The following is a quantum chemistry calculation of one molecule with the formula C5H11N, from OMol25.

```
17
Properties=species:S:1:pos:R:3:forces:R:3:nbo_charge:R:1
C 2.584018 0.144315 0.132273 0.296 0.642 1.193 -0.401
C 1.550859 -0.470172 -0.405036 -0.236 -0.835 -0.931 -0.175
C 0.243249 -0.794477 0.280463 0.478 -0.757 0.305 -0.462
C -0.949536 -0.132598 -0.400848 0.431 1.244 -0.322 -0.053
C -0.956523 1.356755 -0.047703 -0.216 1.149 -1.299 -0.615
N -2.248600 -0.630132 -0.031719 -0.501 -1.694 1.680 -0.813
H 3.456419 0.314846 -0.485849 0.148 0.086 0.257 0.201
H 2.592481 0.509516 1.198082 -0.015 -0.395 -1.268 0.194
H 1.700820 -0.817684 -1.470050 -0.543 0.368 1.159 0.198
H 0.274969 -0.502062 1.342118 0.092 0.245 -0.234 0.203
H 0.120180 -1.898695 0.349102 -0.036 0.454 -0.449 0.211
H -0.846423 -0.237681 -1.498866 -0.011 -0.039 0.411 0.185
H 0.014597 1.868564 -0.211569 -0.450 -0.483 0.048 0.218
H -1.723724 1.918833 -0.672666 0.828 -0.758 0.851 0.220
H -1.209339 1.474136 1.003874 -0.091 0.046 0.154 0.195
H -2.184375 -1.670639 -0.078064 -0.433 0.959 0.016 0.349
H -2.419072 -0.432832 0.996454 0.260 -0.233 -1.570 0.345
```
Positions in Å, forces in eV/Å.

Results
Structure (SMILES) = C=CC[C@H](C)N
LUMO level = 0.0437 Eh
HOMO energy = -9.4 eV

---

Record 10
The following is a quantum chemistry calculation of a 2-piece molecular cluster, C5H11N overall, from OMol25.

```
17
Properties=species:S:1:pos:R:3:forces:R:3:nbo_charge:R:1
C 2.199452 1.257968 0.381110 1.479 -0.245 -0.005 -0.408
C 3.157269 1.265355 -0.565138 -2.359 0.474 1.146 -0.164
C 2.922279 1.784614 -1.959379 1.057 -2.018 0.399 -0.657
H 2.501429 1.082632 1.414290 -0.310 -0.498 -0.205 0.191
H 1.153985 1.409968 0.190798 -0.243 0.600 -0.145 0.189
H 4.086930 0.784737 -0.304537 0.554 0.590 -0.036 0.195
H 1.919886 1.588458 -2.331323 -0.079 0.266 0.106 0.218
H 3.621807 1.117592 -2.464280 -0.111 0.462 -1.167 0.212
H 3.239134 2.807149 -2.073187 0.003 0.363 -0.090 0.223
C -2.970488 -2.267820 -0.211591 0.622 1.315 1.828 -0.531
C -2.351683 -1.540377 0.766253 -1.235 -1.236 -0.976 0.009
N -2.947570 -0.651192 1.663931 0.545 -0.485 0.399 -0.831
H -4.032662 -2.420199 -0.108560 -0.289 0.321 -0.934 0.201
H -2.313314 -2.754704 -0.914212 -0.370 -0.553 0.061 0.206
H -1.366400 -1.919742 0.973966 0.811 1.013 0.161 0.181
H -3.556648 0.087391 1.361605 -0.144 -0.303 -0.490 0.389
H -2.350188 -0.323611 2.404228 0.070 -0.065 -0.049 0.376
```
Positions in Å, forces in eV/Å.

Results
Structure (SMILES) = C=CC.C=CN
LUMO level = 0.0341 Eh
HOMO energy = -8.1 eV

---

Record 11
The following is a quantum chemistry calculation of one molecule with the formula C5H11N, from OMol25.

```
17
Properties=species:S:1:pos:R:3:forces:R:3:nbo_charge:R:1
C -1.452845 -1.194393 -0.041715 -0.046 0.245 -0.077 -0.620
C -0.540879 -0.111650 0.574847 -0.288 0.536 -0.228 -0.035
C -0.814564 1.338181 -0.161308 -0.340 -0.583 0.098 -0.676
N 0.828469 -0.629556 0.653042 -0.153 0.142 0.038 -0.400
C 1.603479 -0.632005 -0.575816 0.030 -0.046 -0.258 -0.273
C 1.796493 0.420318 0.451474 0.301 0.225 0.091 -0.267
H -0.991546 -1.643347 -0.933261 -0.065 0.273 0.153 0.208
H -1.699292 -2.027315 0.634756 0.307 0.427 -0.001 0.220
H -2.392604 -0.728276 -0.341424 -0.064 -0.125 -0.046 0.208
H -0.817990 0.005192 1.634367 -0.064 0.237 -0.380 0.197
H -1.127790 1.188876 -1.198403 -0.199 -0.208 0.133 0.208
H -0.116854 2.203382 -0.250497 0.044 -1.066 0.512 0.217
H -1.637962 1.786626 0.395924 -0.292 -0.223 -0.181 0.221
H 1.101257 -0.357214 -1.502618 0.085 0.047 0.118 0.189
H 2.319861 -1.447245 -0.671657 -0.181 0.183 0.063 0.205
H 2.660709 0.486110 1.104132 -0.023 -0.221 -0.106 0.198
H 1.282054 1.342314 0.228150 0.949 0.157 0.071 0.197
```
Positions in Å, forces in eV/Å.

Results
Structure (SMILES) = CC(C)N1CC1
LUMO level = 0.0419 Eh
HOMO energy = -9.1 eV

---

Record 12
The following is a quantum chemistry calculation of one molecule with the formula C5H11N, from OMol25.

```
17
Properties=species:S:1:pos:R:3:forces:R:3:nbo_charge:R:1
C 1.229461 -1.576154 1.266020 0.494 -0.899 0.082 -0.547
C 0.352699 -0.674822 0.805133 -1.056 -1.654 0.385 0.206
N -0.428680 0.065891 1.682116 0.242 -0.092 -0.586 -0.836
C -0.136833 -0.626428 -0.620986 1.516 1.088 -0.329 -0.446
C 0.227436 0.780084 -1.224084 -1.631 -0.393 -0.263 -0.391
C -1.017676 1.641838 -1.699719 2.555 -0.006 0.062 -0.625
H 1.822861 -2.281065 0.692095 -0.313 0.500 -0.737 0.202
H 1.308862 -1.904791 2.295877 -0.107 0.886 0.398 0.192
H -1.145866 0.657940 1.288111 0.348 0.056 0.527 0.388
H -0.063824 0.180287 2.610451 -0.387 0.371 -0.009 0.393
H -1.200036 -0.868631 -0.659624 -0.057 0.256 0.091 0.211
H 0.373443 -1.375098 -1.224594 -0.007 -0.194 0.248 0.222
H 0.859667 0.644410 -2.091525 0.240 -0.142 -0.101 0.203
H 0.816404 1.334751 -0.497649 -0.073 0.020 0.090 0.203
H -0.889767 1.761142 -2.776678 -0.726 -0.194 -0.040 0.211
H -0.770091 2.626437 -1.308410 -0.889 0.260 0.174 0.210
H -1.977330 1.242274 -1.402201 -0.149 0.138 0.008 0.205
```
Positions in Å, forces in eV/Å.

Results
Structure (SMILES) = C=C(N)CCC
LUMO level = 0.0403 Eh
HOMO energy = -7.9 eV

---

F_max values (in eV/Å) by entry order: 5.72 1.26 0.34 3.19 12.18 0.49 0.26 2.69 2.44 2.67 1.18 2.56.
Relative energy (zero: lowest compared OMol25 entry of this formula, charge and spin) values (in kcal per mole) by entry order: 94.1 109.5 33.4 34.2 136.5 17.2 65.1 152.3 19.8 55.8 45.7 25.5.